1.
C21H33Cl2N8NaO2S | the ωB97M-V functional and the def2-TZVPD basis

The geometry in ORCA input format:
```
! wB97M-V def2-TZVPD RIJCOSX def2/J DEFGRID3
* xyz 0 1
Na 0.951 -0.867 0.938
N 2.766 -1.506 2.322
C 2.476 -2.925 2.534
C 2.581 -3.679 1.206
N 1.868 -2.983 0.125
C 0.753 -3.747 -0.428
C -0.441 -3.831 0.516
N -0.922 -2.482 0.855
C 2.736 -2.439 -0.929
C 2.232 -1.097 -1.468
N 2.541 -0.012 -0.524
H 3.760 -1.352 2.202
H 2.473 -0.944 3.120
H 1.453 -2.997 2.914
H 3.137 -3.408 3.264
H 2.190 -4.694 1.333
H 3.637 -3.787 0.939
H 1.058 -4.765 -0.711
H 0.421 -3.249 -1.347
H -0.145 -4.336 1.440
H -1.196 -4.459 0.036
H -1.721 -2.529 1.475
H -1.251 -1.994 0.023
H 2.847 -3.153 -1.760
H 3.728 -2.266 -0.510
H 1.144 -1.138 -1.593
H 2.655 -0.936 -2.465
H 1.878 0.754 -0.628
H 3.467 0.356 -0.688
N -0.267 -0.818 3.464
N -0.488 0.169 4.445
C 0.247 1.310 4.426
N -0.280 2.296 5.189
S 1.661 1.551 3.573
H -0.695 -0.452 2.599
H -0.786 -1.638 3.748
H -1.456 0.304 4.691
H -1.211 2.242 5.565
H 0.180 3.184 5.158
Cl -1.949 -1.367 -2.231
C -2.958 0.003 -2.640
C -4.306 -0.228 -2.816
C -5.142 0.816 -3.172
C -4.595 2.071 -3.363
C -3.239 2.295 -3.191
Cl -2.686 3.911 -3.528
C -2.355 1.270 -2.798
N -0.995 1.375 -2.598
C -0.242 2.540 -2.225
C 0.716 3.007 -3.112
C 1.542 4.067 -2.765
C 1.409 4.649 -1.513
C 0.463 4.161 -0.622
C -0.377 3.103 -0.956
C -1.357 2.568 0.049
C -1.040 1.157 0.556
O -1.620 0.808 1.610
O -0.246 0.440 -0.124
H -4.693 -1.229 -2.673
H -6.202 0.650 -3.310
H -5.219 2.904 -3.659
H -0.626 0.566 -2.122
H 0.796 2.532 -4.082
H 2.282 4.431 -3.467
H 2.050 5.474 -1.223
H 0.378 4.601 0.367
H -2.370 2.523 -0.361
H -1.399 3.219 0.921
*
```

Values from the calculation:
HOMO energy   -7.83 eV
Orbital gap   7.96 eV
Lowest unoccupied orbital energy   0.005 Ha
Relative energy (zero: lowest compared OMol25 entry of this formula, charge and spin)   7.4 kcal/mol

Computed Löwdin charges, given in elementary charges: 0.1710 -0.0038 -0.2413 -0.1746 -0.1872 -0.1925 -0.2324 0.0234 -0.1751 -0.2340 0.0166 0.0855 0.0005 0.0948 0.1084 0.1159 0.1153 0.1251 0.1077 0.1059 0.1103 0.0846 -0.0010 0.1217 0.1151 0.0878 0.1138 0.0642 0.0865 0.0326 -0.0790 -0.9118 0.0756 0.6219 0.0262 0.0853 0.1333 0.0981 0.0801 0.7673 -0.5354 -0.1197 -0.0973 -0.1265 -0.5718 0.7260 -0.2797 0.0755 -0.2549 -0.0371 -0.0875 -0.0831 -0.0276 -0.1685 -0.0292 -0.5984 -0.0327 -0.1250 0.1026 0.1033 0.1008 0.0505 0.1146 0.0995 0.1005 0.1139 0.1254 0.1200

2.
C5H10NP | the ωB97M-V functional and the def2-TZVPD basis

The geometry in ORCA input format:
```
! wB97M-V def2-TZVPD RIJCOSX def2/J DEFGRID3
* xyz 0 1
C 0.154 -0.194 0.876
C -0.628 1.202 0.775
C -0.732 -1.218 0.038
C -1.601 -0.315 -0.845
C -1.605 1.091 -0.145
N 1.858 -0.011 -1.191
P 1.861 0.015 0.352
H 0.112 -0.570 1.959
H -0.161 2.108 1.141
H 0.063 -1.769 -0.568
H -1.251 -1.983 0.573
H -1.098 -0.259 -1.874
H -2.646 -0.611 -1.029
H -2.161 1.922 -0.573
H 2.651 0.537 -1.596
H 2.803 -0.938 1.080
H 2.379 0.992 1.027
*
```

Values from the calculation:
HOMO energy   -8.78 eV
Orbital gap   9.83 eV
Lowest unoccupied orbital energy   0.039 Ha
Relative energy (zero: lowest compared OMol25 entry of this formula, charge and spin)   32.2 kcal/mol
Structure (SMILES)   N=[PH2][C@H]1C=CCC1

Computed Löwdin charges, given in elementary charges: -0.4337 -0.1014 -0.1990 -0.1903 -0.0830 -0.2849 0.6457 0.1165 0.0862 0.1019 0.0878 0.1254 0.0953 0.0946 -0.0100 0.0073 -0.0584

3.
C4H3IO2 | the ωB97M-V functional and the def2-TZVPD basis

The geometry in ORCA input format:
```
! wB97M-V def2-TZVPD RIJCOSX def2/J DEFGRID3
* xyz 0 1
C 2.017 -0.940 0.174
C 1.501 0.167 0.054
C 0.502 1.328 -0.318
O 0.906 2.417 -0.653
O -0.887 1.107 -0.313
C -1.220 -0.229 0.154
I -3.405 -0.379 -0.056
H 2.309 -2.024 0.267
H -0.812 -1.033 -0.539
H -0.911 -0.413 1.230
*
```

Values from the calculation:
HOMO energy   -9.92 eV
Orbital gap   9.96 eV
Lowest unoccupied orbital energy   0.002 Ha
Relative energy (zero: lowest compared OMol25 entry of this formula, charge and spin)   46.3 kcal/mol
Structure (SMILES)   C#CC(=O)OCI

Computed Löwdin charges, given in elementary charges: 0.1145 -0.0074 -0.4248 0.1223 -0.1418 -0.6280 0.7381 0.0747 0.0688 0.0837